Below is C23H38O in the gas phase, with properties calculated with the ωB97M-V functional and the def2-TZVPD basis.

## Properties
HOMO level, eV: -8.352
E_LUMO, eV: 0.8
Net charge: 0
Orbital gap, hartree: 0.3348
SMILES: CC(=O)CC/C=C(\C)CC/C=C(\C)CC/C=C(\C)CCC=C(C)C

Structure (XYZ):
```
62
Properties=species:S:1:pos:R:3:forces:R:3
C 2.322556 0.051805 -0.949016 -0.245 0.160 -0.292
C 2.410154 1.489668 -0.507836 0.281 -0.508 0.059
O 1.705564 2.355283 -0.962459 -0.088 0.180 -0.054
C 3.466030 1.768836 0.542928 -0.134 0.537 0.180
C 2.966272 2.772238 1.583079 0.073 -0.023 -0.033
C 1.945104 2.163564 2.496705 0.059 0.157 0.006
C 1.122763 2.850299 3.281188 0.038 -0.190 0.204
C 1.125448 4.351082 3.315728 0.041 -0.073 -0.111
C 0.120400 2.157693 4.159191 -0.046 -0.009 -0.116
C -1.273833 2.141103 3.501205 0.070 -0.071 -0.008
C -1.265800 1.288713 2.271443 -0.141 0.108 0.143
C -1.227658 1.683207 1.003981 0.072 -0.116 -0.109
C -1.210793 3.103567 0.533630 0.026 -0.030 0.171
C -1.204864 0.670416 -0.108997 -0.293 0.050 0.160
C -2.619299 0.351920 -0.629753 0.253 -0.123 0.000
C -2.535218 -0.595403 -1.786638 -0.122 0.063 0.048
C -2.471116 -1.920880 -1.731392 -0.135 -0.108 -0.064
C -2.537465 -2.728880 -0.471114 -0.025 0.206 0.014
C -2.284851 -2.726642 -2.992589 0.218 0.274 -0.217
C -0.814616 -2.707756 -3.457754 -0.208 -0.249 -0.020
C 0.109218 -3.263927 -2.417899 0.058 0.100 -0.138
C 0.426255 -4.540110 -2.232490 0.180 -0.096 0.104
C 1.350928 -4.962707 -1.127207 -0.096 0.142 -0.058
C -0.091419 -5.677665 -3.061189 -0.027 0.222 -0.029
H 1.908405 -0.533658 -0.129617 0.004 -0.106 0.130
H 1.675836 -0.045690 -1.817000 -0.042 -0.006 -0.036
H 3.312663 -0.336082 -1.177483 0.114 -0.069 0.036
H 3.784331 0.841475 1.020286 0.042 -0.036 -0.035
H 4.326587 2.191032 0.014792 0.038 -0.105 -0.043
H 2.535853 3.630058 1.060817 0.091 0.035 -0.004
H 3.813047 3.138959 2.173073 0.015 0.041 -0.065
H 1.908721 1.082595 2.511657 -0.072 -0.229 0.094
H 1.008418 4.760833 2.313461 -0.013 0.136 -0.068
H 2.071735 4.719990 3.712042 0.043 0.111 0.040
H 0.321397 4.729124 3.941677 -0.061 0.089 0.037
H 0.054609 2.671310 5.121542 0.036 -0.049 0.057
H 0.432750 1.127580 4.342369 0.012 -0.009 0.055
H -1.989913 1.728675 4.217529 -0.034 0.105 -0.003
H -1.577120 3.162499 3.273839 -0.082 0.049 0.045
H -1.247553 0.224052 2.476901 0.038 -0.209 -0.077
H -0.263504 3.295421 0.030341 0.048 0.076 -0.061
H -2.007354 3.267867 -0.191193 -0.070 0.079 -0.088
H -1.326270 3.814614 1.344576 -0.036 0.137 0.045
H -0.606180 1.058699 -0.934011 0.105 -0.063 -0.062
H -0.752960 -0.261489 0.236834 0.053 -0.055 -0.034
H -3.213364 -0.065124 0.185070 -0.017 0.061 0.017
H -3.100899 1.276300 -0.952803 -0.076 0.015 0.061
H -2.460984 -0.120266 -2.757291 0.008 -0.013 -0.228
H -2.588115 -2.104175 0.414602 -0.011 0.018 0.159
H -1.657942 -3.368328 -0.400877 0.031 -0.093 0.055
H -3.415738 -3.375393 -0.491919 -0.042 -0.088 0.038
H -2.902633 -2.315627 -3.794407 -0.061 -0.061 0.015
H -2.587810 -3.760426 -2.820670 -0.054 -0.057 -0.046
H -0.532414 -1.674342 -3.667259 -0.023 -0.008 -0.076
H -0.735483 -3.272884 -4.388834 0.042 0.050 -0.052
H 0.522998 -2.527404 -1.740944 0.116 0.022 0.192
H 0.862239 -5.695020 -0.484491 0.012 -0.095 0.097
H 2.243811 -5.432122 -1.540308 0.086 -0.084 0.012
H 1.655820 -4.113927 -0.520109 0.043 0.051 0.077
H -0.793894 -6.272042 -2.475822 -0.046 -0.108 0.022
H 0.728789 -6.332246 -3.354105 0.028 -0.093 -0.044
H -0.600908 -5.333852 -3.955623 -0.076 -0.040 -0.106
```
Forces are in eV/Å.

Here are the Löwdin charges for atoms 1 to 2, given in e: C -0.018; C -0.449